CHCl3N2 | ωB97M-V with the def2-TZVPD basis set

Results
E   -1528.630506 a.u.
Energy above the lowest of the compared OMol25 structures with the same formula, charge and spin   139.2 kJ/mol
HOMO energy   -0.3547 hartree
2S+1   1
Strongest force on any atom   4.43 eV/Å

Each line ends with the natural charge from an NBO analysis.
CARTESIAN COORDINATES (ANGSTROEM)
Cl  -2.0858  -0.7970  -1.6349  0.1679
Cl  -0.5744  2.0384  1.7112  0.1382
Cl  -0.9459  1.4504  -2.8162  0.1495
N  -0.6871  0.0794  -1.8727  -0.5121
N  -0.9119  1.4646  0.1364  -0.4102
C  -0.1060  0.6892  -0.3899  0.2464
H  0.9393  0.3152  -0.1213  0.2204